[1]
{"formula": "H6N2", "method": "ωB97M-V/def2-TZVPD", "multiplicity": 1, "e_homo_ev": -9.8, "smiles": "N.N", "e_above_lowest_kcal_mol": 5.5, "largest_force_ev_per_a": 1.87, "e_lumo_ev": 1.2, "e_tot_ev": -3077.4828, "total_charge": 0, "species": ["N", "H", "H", "H", "N", "H", "H", "H"], "xyz": [[1.622, -0.053, -0.026], [1.644, 0.097, 0.974], [2.531, -0.533, -0.228], [1.876, 0.858, -0.358], [-1.668, -0.026, 0.072], [-1.791, -0.862, -0.461], [-2.639, 0.276, 0.275], [-1.299, 0.722, -0.523]], "mulliken_charge": [-0.672, 0.213, 0.249, 0.214, -0.642, 0.200, 0.227, 0.211]}

[2]
{"formula": "H6N2", "method": "ωB97M-V/def2-TZVPD", "multiplicity": 1, "e_homo_ev": -10.0, "smiles": "N.N", "e_above_lowest_kcal_mol": 1.9, "largest_force_ev_per_a": 0.64, "e_lumo_ev": 1.0, "e_tot_ev": -3077.6400, "total_charge": 0, "species": ["N", "H", "H", "H", "N", "H", "H", "H"], "xyz": [[1.973, -0.540, -0.382], [1.361, 0.236, -0.159], [1.364, -1.338, -0.509], [2.579, -0.732, 0.403], [-1.693, 0.607, -0.103], [-2.701, 0.538, -0.163], [-1.413, -0.196, 0.465], [-1.470, 1.425, 0.448]], "mulliken_charge": [-0.660, 0.229, 0.222, 0.216, -0.661, 0.221, 0.216, 0.218]}

[3]
{"formula": "H6N2", "method": "ωB97M-V/def2-TZVPD", "multiplicity": 1, "e_homo_ev": -10.2, "smiles": "N.N", "e_above_lowest_kcal_mol": 2.6, "largest_force_ev_per_a": 0.51, "e_lumo_ev": 0.9, "e_tot_ev": -3077.6076, "total_charge": 0, "species": ["N", "H", "H", "H", "N", "H", "H", "H"], "xyz": [[2.732, 0.967, -0.860], [2.213, 1.772, -1.225], [3.582, 1.334, -0.420], [2.162, 0.559, -0.112], [-2.817, -0.937, 0.766], [-2.177, -0.639, 0.023], [-3.443, -1.638, 0.356], [-2.252, -1.419, 1.472]], "mulliken_charge": [-0.656, 0.221, 0.221, 0.215, -0.657, 0.218, 0.220, 0.220]}

[4]
{"formula": "H6N3PS3", "method": "ωB97M-V/def2-TZVPD", "multiplicity": 1, "e_homo_ev": -7.4, "e_above_lowest_kcal_mol": 7.2, "largest_force_ev_per_a": 3.29, "e_lumo_ev": 0.1, "e_tot_ev": -46362.0911, "total_charge": 0, "species": ["N", "N", "N", "P", "S", "S", "S", "H", "H", "H", "H", "H", "H"], "xyz": [[-0.237, -0.990, -1.399], [0.335, -0.482, 1.122], [1.677, 0.903, -0.810], [0.295, 0.241, -0.389], [-1.374, 1.608, -0.266], [-2.164, 1.194, 1.553], [2.672, 1.624, 0.313], [-0.913, -0.669, -2.179], [0.520, -1.524, -1.912], [-0.364, -0.149, 1.803], [1.375, -0.631, 1.393], [-2.450, 0.005, 1.051], [3.765, 1.611, -0.603]], "mulliken_charge": [-0.575, -0.514, -0.412, 0.732, -0.153, -0.272, -0.243, 0.295, 0.305, 0.206, 0.273, 0.224, 0.134]}

[5]
{"formula": "H6N4", "method": "ωB97M-V/def2-TZVPD", "multiplicity": 1, "e_homo_ev": -9.1, "smiles": "[H]/N=N/[H].NN", "e_above_lowest_kcal_mol": 28.8, "largest_force_ev_per_a": 4.14, "e_lumo_ev": 0.7, "e_tot_ev": -6054.3088, "total_charge": 0, "species": ["H", "N", "N", "H", "N", "N", "H", "H", "H", "H"], "xyz": [[-2.853, 0.198, 1.911], [-3.117, 0.132, 0.951], [-2.314, -0.278, 0.143], [-2.703, -0.571, -0.715], [2.424, -0.295, -0.605], [1.556, 0.619, 0.099], [3.142, 0.096, -1.109], [1.947, -0.915, -1.250], [0.657, 0.957, -0.359], [1.261, 0.056, 0.933]], "mulliken_charge": [0.241, -0.327, -0.132, 0.224, -0.420, -0.460, 0.208, 0.188, 0.224, 0.255]}

[6]
{"formula": "H6NO", "method": "ωB97M-V/def2-TZVPD", "multiplicity": 1, "e_homo_ev": -16.6, "e_above_lowest_kcal_mol": 5.8, "largest_force_ev_per_a": 1.10, "e_lumo_ev": -4.3, "e_tot_ev": -3628.3232, "total_charge": 1, "species": ["O", "H", "H", "N", "H", "H", "H", "H"], "xyz": [[0.897, 2.597, 0.644], [0.187, 2.677, 1.321], [1.445, 3.405, 0.764], [0.000, 0.000, 0.000], [0.118, 1.024, -0.127], [-0.939, -0.286, -0.339], [0.091, -0.237, 1.006], [0.730, -0.502, -0.541]], "mulliken_charge": [-0.697, 0.346, 0.335, -0.518, 0.362, 0.400, 0.383, 0.390]}